An isolated ion of composition C5H11NO2 and charge +1, computed with the ωB97M-V functional and the def2-TZVPD basis.

The geometry in XYZ format:
```
19
Properties=species:S:1:pos:R:3:forces:R:3:lowdin_charge:R:1
O 2.248 1.424 1.219 -0.0485 -0.0135 -0.2790 0.227
C 1.719 0.371 0.981 0.6599 -1.2659 0.7428 -0.388
N 0.301 0.426 0.896 -1.3033 1.1056 -0.7212 0.240
C -0.684 -0.432 0.325 0.1534 -1.2804 0.3291 -0.077
C -1.423 0.150 -0.900 -0.9430 -0.3208 -2.6151 -0.356
C -2.970 -0.037 -0.932 0.8628 0.7910 1.4416 -0.007
O -0.951 -0.644 -1.981 1.2769 -1.1101 -0.2553 -0.054
C 2.308 -1.012 0.854 -0.5386 0.3825 -0.7056 0.047
H -0.033 1.392 0.997 0.1986 -0.0323 0.3134 0.190
H -0.259 -1.401 0.055 0.2158 0.2225 -0.1904 0.140
H -1.417 -0.722 1.101 0.0601 0.5893 0.1210 0.176
H -1.108 1.167 -1.158 -0.2471 0.2648 0.8231 0.149
H -3.377 0.010 0.088 -0.1849 0.1039 -0.3613 0.087
H -3.364 0.776 -1.527 -0.3410 0.0567 -0.0817 0.086
H -3.215 -0.985 -1.387 0.0678 -0.2190 0.0032 0.091
H -1.045 -0.383 -2.918 -0.2775 0.6132 1.0178 0.134
H 2.463 -1.195 -0.217 0.1593 -0.0216 0.1037 0.118
H 1.558 -1.734 1.171 0.1605 -0.1225 0.2118 0.090
H 3.241 -1.146 1.385 0.0688 0.2567 0.1021 0.107
```
Positions in Å, forces in eV/Å.

Computed properties:
Relative energy (zero: lowest compared OMol25 entry of this formula, charge and spin): 33.7 kcal per mole
2S+1: 2
<S²>: 0.770
Total charge: +1
HOMO energy (alpha / beta): -0.54054 / -0.53729 Eh